Entry 1:
Below is a structure of composition C22H42NOP3SYb at a distorted geometry, with properties calculated with wB97M-V/def2-TZVPD.

The geometry in XYZ format:
```
71
Properties=species:S:1:pos:R:3:lowdin_charge:R:1
Yb 0.002 0.292 0.200 1.18
P -1.426 2.390 -0.936 0.86
P -0.889 -1.136 -2.127 0.74
P 0.957 0.407 2.951 0.72
H 3.105 -3.587 -1.844 0.06
C 3.218 -3.412 -0.769 -0.07
C 2.449 -4.025 0.132 -0.10
H 1.721 -4.800 -0.166 0.06
C -0.924 3.534 -2.238 -0.16
C -3.171 2.010 -1.422 -0.17
C -1.782 3.556 0.433 -0.17
C -0.177 -2.821 -2.181 -0.25
C -2.660 -1.581 -2.306 -0.25
C -0.529 -0.573 -3.832 -0.25
C 1.995 -0.990 3.559 -0.25
C -0.177 0.546 4.392 -0.28
C 2.094 1.789 3.361 -0.26
H 3.921 -2.608 -0.479 0.06
H 2.547 -3.862 1.220 0.05
H -1.729 4.271 -2.376 0.10
H -0.780 2.954 -3.158 0.07
H 0.011 4.035 -1.961 0.06
H -3.785 2.937 -1.480 0.11
H -3.690 1.346 -0.711 0.04
H -3.225 1.545 -2.417 0.06
H -2.477 4.350 0.100 0.10
H -0.856 4.042 0.767 0.08
H -2.252 3.051 1.290 0.06
H -0.161 -3.189 -3.216 0.08
H -0.786 -3.498 -1.570 0.04
H 0.844 -2.835 -1.778 0.00
H -2.872 -1.839 -3.353 0.07
H -3.287 -0.733 -2.005 0.02
H -2.907 -2.434 -1.662 0.03
H -1.060 -1.209 -4.554 0.07
H 0.552 -0.634 -4.012 0.07
H -0.847 0.471 -3.960 0.03
H 2.810 -0.625 4.200 0.07
H 2.430 -1.525 2.703 0.02
H 1.377 -1.698 4.126 0.05
H 0.337 0.954 5.274 0.07
H -0.569 -0.452 4.618 0.05
H -1.025 1.191 4.132 0.03
H 2.604 1.576 4.311 0.07
H 1.544 2.736 3.448 0.06
H 2.838 1.892 2.561 0.02
C 2.680 2.074 -0.709 -0.34
C 2.658 3.105 -1.634 -0.05
C 3.735 3.981 -1.659 -0.04
C 4.835 3.759 -0.802 -0.05
C 4.892 2.670 0.043 -0.06
C 3.830 1.775 0.090 -0.03
O 1.667 1.165 -0.456 -0.37
H -0.376 1.842 -0.567 -0.16
H 1.821 3.141 -2.367 0.10
H 3.764 4.802 -2.348 0.11
H 5.682 4.449 -0.840 0.13
H 5.744 2.441 0.676 0.12
H 3.745 0.896 0.693 0.10
S -2.470 -0.252 1.646 0.56
C -2.843 -1.892 1.378 -0.73
N -4.156 -2.288 1.182 0.09
C -4.506 -3.568 0.841 0.00
C -3.522 -4.529 0.686 0.00
C -2.182 -4.174 0.924 -0.01
C -1.858 -2.880 1.298 -0.11
H -4.873 -1.567 1.274 0.16
H -5.569 -3.758 0.707 0.15
H -3.792 -5.533 0.382 0.14
H -1.389 -4.914 0.819 0.14
H -0.831 -2.555 1.479 0.09
```

energy relative to the best compared isomer or geometry (same formula, charge and spin): 172.8 kJ/mol
total charge: +3
2S+1: 2
orbital gap (spin up / spin down): 5.4 / 5.3 eV
maximum force: 0.2147 Eh/bohr
E_tot: -3573.4036 Ha
expectation value of S²: 0.75


Entry 2:
Below is a cluster of 3 separate species, C19H51BrN5O8P3Si in total at a distorted geometry, with properties calculated with wB97M-V/def2-TZVPD.

The geometry in XYZ format:
```
88
Properties=species:S:1:pos:R:3:lowdin_charge:R:1
H -3.484 -2.374 -3.114 0.03
N -4.472 -2.364 -2.874 0.14
C -4.615 -2.500 -1.619 -0.54
N -5.934 -2.587 -1.042 0.09
N -3.550 -2.569 -0.688 0.02
C -3.059 -1.214 -0.296 -0.18
C -1.537 -1.036 -0.398 -0.20
C -0.874 -1.815 -1.532 -0.25
C 0.054 -0.965 -2.433 -0.33
Si 1.643 -0.402 -1.622 0.03
Br 1.339 1.251 -0.158 0.44
C 2.599 -1.854 -0.885 -0.31
C 2.798 -1.823 0.643 -0.27
P 1.860 -3.100 1.487 0.47
O 0.434 -3.100 1.124 -0.25
O 2.115 -2.959 3.050 -0.18
C 2.185 -1.645 3.639 -0.26
C 0.924 -0.821 3.510 -0.07
O 2.610 -4.474 1.211 -0.18
C 2.123 -5.291 0.135 -0.28
C 3.317 -5.784 -0.662 -0.07
P 2.786 0.561 -3.315 0.64
P 4.819 0.727 -2.616 0.16
O 4.869 1.486 -1.371 -0.32
O 5.517 -0.722 -2.509 -0.17
O 5.624 1.480 -3.784 -0.17
H -6.443 -3.189 -1.681 0.08
H -6.364 -1.682 -1.195 0.04
H -3.959 -2.987 0.137 0.10
H -3.549 -0.468 -0.919 0.11
H -3.360 -1.004 0.728 0.11
H -1.360 0.023 -0.570 0.07
H -1.079 -1.329 0.543 0.08
H -1.620 -2.254 -2.187 0.08
H -0.286 -2.645 -1.149 0.08
H -0.472 -0.139 -2.907 0.08
H 0.402 -1.629 -3.231 0.07
H 3.582 -1.846 -1.347 0.04
H 2.108 -2.757 -1.240 0.06
H 3.848 -2.033 0.857 0.11
H 2.591 -0.857 1.089 0.02
H 3.052 -1.106 3.264 0.11
H 2.363 -1.825 4.695 0.12
H 1.129 0.158 3.940 0.09
H 0.624 -0.650 2.480 0.04
H 0.091 -1.282 4.032 0.08
H 1.418 -4.765 -0.499 0.09
H 1.588 -6.146 0.540 0.12
H 3.896 -4.923 -0.992 0.07
H 3.008 -6.391 -1.505 0.08
H 3.966 -6.343 0.006 0.08
H 2.806 -0.422 -4.331 -0.12
H 5.078 -1.332 -3.109 0.05
H 5.505 1.022 -4.621 0.06
C 7.998 5.093 2.854 -0.11
O 6.615 5.390 2.849 -0.19
C 5.889 4.875 1.749 -0.21
C 5.444 3.415 1.897 -0.43
C 6.563 2.404 1.683 -0.07
N 4.808 3.158 3.195 0.04
H 8.407 5.078 1.840 0.09
H 8.203 4.138 3.343 0.07
H 8.499 5.878 3.421 0.09
H 4.993 5.497 1.678 0.12
H 6.455 5.019 0.819 0.12
H 4.696 3.235 1.120 0.13
H 7.237 2.344 2.538 0.06
H 6.138 1.412 1.533 0.07
H 7.151 2.650 0.797 0.08
H 3.991 3.755 3.292 0.07
H 5.442 3.482 3.920 0.07
C -10.030 3.363 -1.696 -0.11
O -8.950 2.631 -2.245 -0.19
C -7.788 2.568 -1.444 -0.21
C -7.810 1.474 -0.368 -0.43
C -8.677 1.814 0.840 -0.07
N -8.230 0.175 -0.903 0.04
H -9.677 4.220 -1.115 0.09
H -10.666 2.734 -1.068 0.08
H -10.632 3.729 -2.527 0.09
H -6.972 2.345 -2.136 0.12
H -7.577 3.551 -1.002 0.12
H -6.781 1.367 -0.009 0.13
H -9.739 1.707 0.619 0.06
H -8.450 1.140 1.665 0.08
H -8.499 2.836 1.179 0.08
H -7.590 -0.093 -1.646 0.06
H -9.114 0.312 -1.385 0.07
```

orbital gap: 8.9 eV
maximum force: 0.0200 Eh/bohr
E_tot: -5518.0006 Ha


Entry 3:
Below is a structure of composition C4H10N2O at a distorted geometry, with properties calculated with wB97M-V/def2-TZVPD.

The geometry in XYZ format:
```
17
Properties=species:S:1:pos:R:3:nbo_charge:R:1
C -0.684 0.438 -0.295 0.31
C -0.793 1.260 -1.540 -0.66
C 0.539 0.130 0.230 -0.49
C 0.648 -1.297 0.610 0.65
N -1.828 0.037 0.304 -0.78
N 1.716 -1.912 0.018 -0.83
O -0.171 -1.924 1.269 -0.67
H -2.671 0.007 -0.243 0.38
H -1.695 -0.716 0.978 0.43
H 1.925 -2.858 0.297 0.40
H 2.470 -1.368 -0.362 0.39
H 0.189 1.548 -1.907 0.23
H -1.286 0.666 -2.311 0.23
H -1.381 2.161 -1.372 0.23
H 0.772 1.377 1.940 0.01
H 1.419 0.573 -0.208 0.20
H 0.830 1.878 2.593 -0.03
```

energy relative to the best compared isomer or geometry (same formula, charge and spin): 189.2 kJ/mol
orbital gap: 9.1 eV
maximum force: 0.0457 Eh/bohr
E_tot: -343.1294 Ha